This record from OMol25 describes a structure of composition C18H40BBrI2N3O10P2S. The level of theory is ωB97M-V with the def2-TZVPD basis set.

XYZ file:
```
78
Properties=species:S:1:pos:R:3
C 2.750 -2.768 2.323
C 1.773 -1.598 2.504
C 2.188 -0.378 1.660
I 2.734 1.285 2.894
C 1.276 0.038 0.459
P -0.314 0.861 1.111
O -1.409 0.611 -0.042
O 0.134 2.383 0.907
S -0.930 0.411 2.865
O 2.040 1.127 -0.115
C 2.278 1.402 -1.464
I 4.327 2.161 -1.434
P 1.319 2.949 -1.937
O 1.625 4.044 -1.009
O -0.218 2.509 -2.039
O 1.660 3.216 -3.472
C 2.372 0.141 -2.343
B 2.638 0.251 -3.950
N 2.110 -0.761 -4.795
O 3.391 1.282 -4.457
N 1.266 -0.849 -2.001
Br -0.406 -0.536 -2.830
C 1.270 -1.193 -0.502
C 0.441 -2.481 -0.254
C -0.978 -2.519 0.320
C -2.140 -2.616 -0.671
C -3.385 -3.291 -0.084
C -4.268 -2.246 0.621
C -5.457 -1.790 -0.216
C -5.051 -0.984 -1.449
C -4.254 0.320 -1.209
C -4.522 1.040 0.113
O -4.327 2.439 0.010
C -2.973 2.803 0.021
H 3.765 -2.426 2.560
H 2.508 -3.596 2.992
H 2.796 -3.139 1.290
H 1.831 -1.318 3.559
H 0.733 -1.880 2.335
H 3.146 -0.597 1.170
H -1.730 1.431 -0.438
H -0.615 2.981 1.024
H -0.614 2.819 -2.860
H 2.155 4.044 -3.529
H 3.265 -0.394 -1.977
H 2.040 -1.725 -4.507
H 2.437 -0.720 -5.752
H 4.227 0.992 -4.828
H 1.569 -1.732 -2.410
H 2.316 -1.535 -0.429
H 0.425 -3.024 -1.215
H 1.077 -3.103 0.380
H -1.028 -3.437 0.923
H -1.162 -1.723 1.038
H -2.437 -1.615 -0.993
H -1.802 -3.157 -1.566
H -3.948 -3.745 -0.911
H -3.119 -4.111 0.591
H -4.624 -2.617 1.588
H -3.629 -1.376 0.833
H -6.006 -2.674 -0.569
H -6.165 -1.242 0.417
H -4.461 -1.623 -2.120
H -5.963 -0.738 -2.007
H -4.507 1.031 -2.004
H -3.177 0.105 -1.326
H -5.562 0.902 0.423
H -3.883 0.648 0.919
H -2.913 3.878 -0.162
H -2.517 2.588 1.001
H -2.402 2.300 -0.780
C 6.444 3.478 5.464
N 5.117 2.820 5.323
O 4.145 3.525 5.148
O 5.090 1.611 5.380
H 6.301 4.548 5.386
H 6.843 3.192 6.432
H 7.076 3.094 4.669
```

Computed properties:
Energy above the lowest of the compared OMol25 structures with the same formula, charge and spin (eV): 0.000
Total charge: +1
E_tot (Eh): -5901.4815
Gap between HOMO and LUMO (Ha): 0.2422